{
  "formula": "C41H72Cl2O16",
  "method": "ωB97M-V/def2-TZVPD",
  "lumo_ev": -0.22,
  "spin_multiplicity": 1,
  "max_force_ev_per_a": 2.18,
  "smiles": "COCCCCCCCCCC1=C(/C(Cl)=C(\\C)Cl)C(=O)OC1=O.CCOC(C)=O.CCOC(C)=O.CCOC(C)=O.CCOC(C)=O.CCOC(C)=O.CCOC(C)=O",
  "e_above_lowest_kcal_mol": 0.0,
  "gap_ev": 8.88,
  "elements": ["Cl", "Cl", "O", "O", "O", "O", "O", "O", "O", "O", "O", "O", "O", "O", "O", "O", "O", "O", "C", "C", "C", "C", "C", "C", "C", "C", "C", "C", "C", "C", "C", "C", "C", "C", "C", "C", "C", "C", "C", "C", "C", "C", "C", "C", "C", "C", "C", "C", "C", "C", "C", "C", "C", "C", "C", "C", "C", "C", "C", "H", "H", "H", "H", "H", "H", "H", "H", "H", "H", "H", "H", "H", "H", "H", "H", "H", "H", "H", "H", "H", "H", "H", "H", "H", "H", "H", "H", "H", "H", "H", "H", "H", "H", "H", "H", "H", "H", "H", "H", "H", "H", "H", "H", "H", "H", "H", "H", "H", "H", "H", "H", "H", "H", "H", "H", "H", "H", "H", "H", "H", "H", "H", "H", "H", "H", "H", "H", "H", "H", "H", "H"],
  "xyz": [[9.775, 4.709, 3.918], [9.871, 3.740, 6.862], [5.459, 1.365, 1.616], [-7.582, -5.409, -2.102], [7.571, 2.191, 1.272], [-1.943, 0.910, 1.120], [-1.867, 1.899, -0.831], [2.947, 3.305, 0.666], [-4.470, 7.182, -3.748], [-4.558, 6.231, -1.778], [9.741, -1.151, 7.441], [-6.397, -0.787, 0.325], [11.381, -0.040, 6.526], [-3.761, -9.118, -5.089], [-5.745, -4.505, -2.871], [-6.384, 0.084, -1.684], [9.532, 1.404, 2.228], [-5.161, -8.406, -6.613], [-6.901, -0.683, -0.917], [-5.421, 9.170, -4.798], [12.670, 0.057, 5.917], [8.527, 2.074, 2.287], [-6.541, -5.572, -2.679], [1.136, 1.141, 1.182], [-5.156, 6.771, -2.665], [-6.142, -6.907, -3.254], [-6.648, -3.018, 1.281], [10.757, -1.191, 6.802], [-2.508, 2.421, -2.001], [-8.037, -1.583, -1.331], [-2.866, 3.885, -1.849], [-5.098, 7.695, -4.925], [1.334, 0.146, 2.321], [3.441, 2.262, 4.804], [4.109, 3.230, 3.827], [7.917, 2.826, 3.443], [12.589, -0.047, 4.408], [6.368, 2.060, 1.996], [-4.317, -10.727, -6.738], [2.275, 4.517, 0.460], [8.002, 1.832, 6.271], [2.759, 2.360, -0.381], [-2.552, 1.457, 0.238], [-6.637, 7.057, -2.564], [8.772, 3.418, 4.471], [-7.015, -1.550, 1.365], [2.502, 0.530, 3.227], [11.293, -2.487, 6.241], [-4.417, -4.658, -4.916], [-4.419, -4.605, -3.403], [-4.033, 1.720, 0.331], [-7.114, -9.297, -7.778], [2.240, 1.031, 0.127], [2.168, 1.633, 4.228], [6.591, 2.828, 3.286], [-5.811, -8.531, -7.882], [8.799, 2.963, 5.731], [-4.366, -9.362, -6.093], [5.586, 3.489, 4.169], [-3.394, -4.678, -5.293], [4.136, 1.460, 5.055], [12.199, -1.014, 4.091], [-7.107, 6.223, -2.051], [-5.000, -11.388, -6.207], [-4.192, 2.610, 0.940], [1.612, 1.181, 5.047], [-3.305, -11.111, -6.636], [-4.527, 1.846, -0.628], [13.355, -0.673, 6.352], [-7.775, -8.818, -7.056], [3.988, 2.926, 2.796], [-6.643, -7.042, -4.212], [12.359, -2.476, 6.029], [-7.084, -3.567, 2.116], [-4.371, 7.546, -5.721], [2.363, 4.875, -0.566], [7.529, 2.155, 7.193], [-5.133, -8.961, -8.619], [5.768, 3.156, 5.186], [-6.776, 7.960, -1.970], [-6.996, -3.471, 0.353], [10.748, -2.721, 5.327], [-1.976, 4.468, -1.614], [8.652, 0.996, 6.506], [-7.614, -9.328, -8.746], [-4.499, 0.867, 0.816], [2.699, 5.281, 1.102], [1.215, 4.412, 0.697], [13.040, 1.042, 6.198], [-6.631, -1.127, 2.292], [1.552, 2.411, 3.783], [-4.517, 9.733, -4.571], [-8.094, -1.391, 1.369], [-3.912, -3.704, -3.063], [-3.577, 4.045, -1.044], [3.580, 4.174, 3.927], [-7.138, 7.178, -3.521], [-5.974, 7.099, -5.184], [-5.564, -3.134, 1.313], [-8.658, -1.928, -0.508], [-1.777, 2.299, -2.800], [-5.847, 9.547, -5.728], [-7.622, -2.448, -1.850], [0.418, 0.017, 2.893], [-3.370, 1.808, -2.268], [-3.890, -5.449, -2.959], [-6.954, -10.321, -7.441], [0.166, 0.935, 0.737], [1.101, 2.133, 1.623], [7.232, 1.511, 5.588], [-6.471, -7.686, -2.572], [-5.072, -7.033, -3.395], [-6.132, 9.359, -3.994], [11.111, -3.272, 6.970], [13.576, 0.087, 3.965], [1.571, -0.820, 1.872], [-4.564, -10.733, -7.797], [3.292, 0.905, 2.582], [-4.925, -3.783, -5.322], [-3.301, 4.268, -2.769], [-4.935, -5.542, -5.289], [3.707, 2.259, -0.909], [2.931, -0.322, 3.748], [3.165, 2.807, 5.702], [1.888, 0.476, -0.740], [2.041, 2.753, -1.102], [3.058, 0.441, 0.535], [11.919, 0.717, 4.013], [5.792, 4.556, 4.151], [-6.010, -7.509, -8.198], [-8.678, -1.031, -2.014]]
}